Record 1
7 unconnected molecules or ions with the total composition C59H63ClF11N7O18P. Source: the Open Molecules 2025 dataset; level of theory: ωB97M-V/def2-TZVPD.

Structure (XYZ):
```
160
Properties=species:S:1:pos:R:3
C 0.479 2.610 5.170
C 0.995 4.093 4.862
O 0.167 5.042 4.936
O 2.322 4.436 4.461
C 2.798 3.518 3.413
C 1.992 3.664 2.042
C 2.238 2.424 1.008
C 1.557 1.116 1.636
C 1.522 -0.166 0.657
C 0.548 -0.054 -0.588
C -0.808 0.771 -0.175
O -1.458 0.241 1.004
O -2.641 -0.308 0.553
C -0.097 -1.422 -1.126
C -0.623 -2.722 -0.374
F -0.800 -2.579 1.013
F -1.871 -3.206 -0.878
F 0.324 -3.756 -0.587
N -0.220 -1.414 -2.449
C 0.288 -0.214 -3.205
C -0.755 0.633 -4.097
C -0.085 1.769 -5.002
C -0.636 1.729 -6.537
Cl -0.445 3.490 -4.384
P 1.441 -1.009 -4.483
O 1.521 -2.520 -4.157
C 0.940 0.642 -1.971
C 2.378 1.264 -2.264
C 3.642 0.372 -1.909
O 3.445 -1.062 -1.975
C 4.726 -1.582 -2.475
C 4.791 -3.184 -2.460
F 3.484 -3.623 -2.038
F 5.690 -3.630 -1.441
C 5.063 -3.847 -3.889
F 4.113 -3.420 -4.874
F 4.833 -5.251 -3.741
C 6.521 -3.562 -4.497
F 7.102 -4.835 -4.801
F 7.381 -2.868 -3.604
C 6.484 -2.768 -5.913
F 6.083 -3.620 -6.964
F 7.843 -2.378 -6.171
H 1.300 1.820 5.088
H -0.337 2.372 4.392
H -0.036 2.621 6.187
H 2.827 2.438 3.774
H 3.896 3.826 3.231
H 0.849 3.720 2.169
H 2.293 4.599 1.461
H 3.347 2.310 0.761
H 1.597 2.705 0.086
H 0.548 1.385 2.093
H 2.225 0.794 2.525
H 1.112 -1.023 1.319
H 2.602 -0.453 0.441
H -0.574 1.874 0.028
H -1.551 0.679 -1.045
H -2.852 -1.094 1.109
H -0.660 -2.277 -2.806
H -1.358 -0.076 -4.770
H -1.545 1.150 -3.431
H 1.051 1.721 -5.088
H 0.221 1.588 -7.295
H -1.353 0.843 -6.715
H -1.121 2.734 -6.822
H 0.801 -0.921 -5.782
H 2.766 -0.466 -4.513
H 0.258 1.582 -1.995
H 2.419 1.459 -3.405
H 2.553 2.305 -1.799
H 3.948 0.609 -0.818
H 4.542 0.714 -2.549
H 4.837 -1.203 -3.558
H 5.544 -1.170 -1.778
H 5.862 -1.808 -5.855
C -0.032 -5.850 2.590
C -1.164 -5.045 2.676
C -2.129 -5.301 3.645
C -1.947 -6.366 4.526
C -0.820 -7.180 4.439
C 0.138 -6.918 3.466
N -2.946 -6.626 5.564
O -3.933 -5.903 5.601
O -2.736 -7.546 6.338
H 0.722 -5.644 1.836
H -1.290 -4.214 1.987
H -3.007 -4.666 3.702
H -0.673 -8.013 5.118
H 1.021 -7.544 3.392
C -8.205 -3.335 7.302
C -8.051 -1.955 7.404
C -6.781 -1.390 7.357
C -5.671 -2.218 7.202
C -5.817 -3.600 7.107
C -7.091 -4.157 7.158
N -4.333 -1.626 7.125
O -4.241 -0.411 7.231
O -3.385 -2.379 6.956
H -9.198 -3.772 7.333
H -8.923 -1.319 7.517
H -6.675 -0.313 7.437
H -4.958 -4.252 6.991
H -7.216 -5.232 7.082
C 5.729 8.833 5.800
C 4.886 7.726 5.837
C 4.377 7.197 4.656
C 4.723 7.785 3.440
C 5.560 8.898 3.396
C 6.062 9.421 4.583
N 4.209 7.217 2.193
O 3.462 6.250 2.271
O 4.558 7.737 1.144
H 6.129 9.239 6.724
H 4.629 7.272 6.789
H 3.721 6.334 4.699
H 5.829 9.364 2.455
H 6.717 10.286 4.560
C -7.994 0.143 -2.006
C -7.835 1.521 -1.902
C -6.562 2.080 -1.930
C -5.453 1.246 -2.067
C -5.605 -0.136 -2.165
C -6.882 -0.685 -2.133
N -4.115 1.831 -2.122
O -4.017 3.041 -2.016
O -3.159 1.072 -2.278
H -8.989 -0.289 -1.989
H -8.705 2.161 -1.801
H -6.452 3.155 -1.847
H -4.747 -0.792 -2.268
H -7.012 -1.759 -2.211
C 10.570 0.098 -10.268
C 9.842 -0.717 -9.405
C 9.169 -0.159 -8.324
C 9.228 1.218 -8.118
C 9.962 2.038 -8.973
C 10.635 1.471 -10.050
N 8.499 1.811 -6.994
O 7.880 1.056 -6.253
O 8.545 3.024 -6.861
H 11.090 -0.340 -11.114
H 9.797 -1.787 -9.579
H 8.605 -0.804 -7.660
H 10.017 3.109 -8.816
H 11.206 2.101 -10.724
C -10.892 -2.597 4.544
C -9.589 -2.194 4.268
C -9.301 -1.535 3.080
C -10.327 -1.280 2.173
C -11.633 -1.687 2.437
C -11.912 -2.349 3.629
N -10.026 -0.564 0.932
O -8.863 -0.242 0.732
O -10.951 -0.326 0.170
H -11.115 -3.107 5.477
H -8.798 -2.391 4.983
H -8.282 -1.227 2.877
H -12.436 -1.496 1.734
H -12.926 -2.668 3.847
```

molar mass: 1433.59 g/mol
Kohn-Sham gap: 6.68 eV
max |F|: 0.097 hartree/bohr
energy: -161161.965 eV
HOMO energy: -11.22 eV
net charge: +1

=====

Record 2
13 unconnected molecules or ions with the total composition C59H63N5O40. Source: the Open Molecules 2025 dataset; level of theory: ωB97M-V/def2-TZVPD.

Structure (XYZ):
```
167
Properties=species:S:1:pos:R:3
C -4.173 -3.871 -0.177
N -5.312 -3.188 -0.825
O -6.222 -3.868 -1.196
O -5.224 -1.984 -0.941
H -4.438 -4.912 -0.360
H -4.111 -3.651 0.888
H -3.218 -3.590 -0.621
C 3.309 -3.867 2.030
N 3.013 -3.014 3.262
O 3.835 -2.232 3.743
O 1.908 -3.217 3.741
H 2.470 -4.391 1.573
H 4.101 -4.575 2.272
H 3.760 -3.309 1.210
C -6.543 0.734 -2.066
N -5.114 1.251 -1.872
O -4.896 2.453 -1.822
O -4.268 0.432 -1.693
H -7.031 1.489 -2.682
H -6.966 0.707 -1.062
H -6.642 -0.288 -2.433
C -2.044 4.719 -1.888
C -1.536 3.600 -2.815
C -1.776 3.910 -4.332
O -1.411 2.908 -5.278
C -2.360 1.869 -5.254
N -0.149 3.374 -2.481
H -1.573 5.679 -2.100
H -1.800 4.599 -0.833
H -3.105 4.966 -1.924
H -2.064 2.684 -2.551
H -1.141 4.764 -4.571
H -2.780 4.258 -4.573
H -3.366 2.289 -5.263
H -2.211 1.306 -4.333
H -2.361 1.206 -6.119
H 0.075 4.081 -1.796
H 0.457 3.657 -3.237
C -0.570 -6.711 -2.525
C -0.287 -5.305 -2.108
C 1.141 -5.233 -1.656
O 1.423 -6.176 -0.629
C 2.742 -6.638 -0.585
N -0.500 -4.385 -3.179
H -0.382 -7.383 -1.688
H 0.028 -7.215 -3.284
H -1.603 -6.870 -2.835
H -0.876 -5.088 -1.216
H 1.278 -4.206 -1.318
H 1.848 -5.294 -2.484
H 2.923 -7.438 -1.302
H 3.003 -6.912 0.437
H 3.444 -5.814 -0.714
H -0.887 -3.514 -2.845
H -1.180 -4.781 -3.813
C -3.912 -1.627 -6.295
C -2.974 -2.098 -7.169
C -1.649 -2.523 -6.722
O -0.741 -2.954 -7.440
C -1.435 -2.168 -5.255
C -2.369 -1.656 -4.398
C -3.733 -1.324 -4.924
O -4.612 -0.750 -4.260
O -2.065 -1.269 -3.129
O -3.190 -2.182 -8.500
H -4.844 -1.320 -6.745
H -0.447 -2.258 -4.827
H -2.771 -0.790 -2.689
H -2.466 -2.617 -8.956
C 1.892 -1.241 -2.375
C 1.584 0.073 -2.588
C 2.534 0.999 -3.186
O 2.272 2.140 -3.563
C 3.853 0.442 -3.355
C 4.149 -0.816 -3.024
C 3.206 -1.775 -2.476
O 3.477 -2.920 -2.114
O 5.399 -1.293 -3.110
O 0.279 0.373 -2.574
H 1.021 -1.851 -2.184
H 4.533 1.139 -3.822
H 5.491 -2.051 -2.529
H 0.206 1.317 -2.738
C -6.733 -0.211 1.776
C -7.725 0.549 2.123
C -7.500 1.799 3.007
O -8.329 2.608 3.304
C -6.107 1.836 3.503
C -5.164 0.965 3.181
C -5.348 -0.169 2.194
O -4.415 -0.958 1.895
O -4.021 0.833 3.938
O -8.989 0.359 1.600
H -6.896 -0.958 1.014
H -5.832 2.420 4.369
H -3.723 -0.068 3.791
H -8.973 -0.554 1.304
C 0.411 -1.094 0.702
C 1.306 -0.111 0.898
C 0.876 1.306 0.955
O 1.601 2.263 1.236
C -0.523 1.582 0.833
C -1.394 0.645 0.551
C -1.027 -0.855 0.544
O -1.838 -1.773 0.477
O -2.747 0.909 0.319
O 2.677 -0.319 0.991
H 0.787 -2.106 0.691
H -0.794 2.626 0.772
H -3.183 0.090 0.074
H 3.123 0.519 0.848
C 7.557 -1.125 0.500
C 6.274 -0.774 0.294
C 5.793 0.529 -0.206
O 4.631 0.844 -0.336
C 6.851 1.370 -0.639
C 8.177 1.066 -0.538
C 8.667 -0.230 0.071
O 9.842 -0.564 0.148
O 9.160 1.969 -0.862
O 5.314 -1.579 0.803
H 7.798 -2.064 0.976
H 6.618 2.337 -1.061
H 10.028 1.558 -0.849
H 4.453 -1.172 0.680
C 0.521 -1.821 6.422
C -0.613 -2.085 5.820
C -1.209 -1.268 4.683
O -2.232 -1.472 4.080
C -0.330 -0.199 4.238
C 0.908 -0.054 4.735
C 1.447 -0.895 5.813
O 2.588 -0.821 6.233
O 1.703 0.939 4.171
O -1.476 -2.921 6.381
H 0.922 -2.342 7.279
H -0.659 0.428 3.422
H 2.619 0.676 4.283
H -2.342 -2.830 5.978
C -1.968 4.701 3.056
C -2.688 4.690 4.170
C -2.060 4.481 5.535
O -2.682 4.467 6.560
C -0.561 4.373 5.414
C 0.094 4.563 4.274
C -0.488 4.690 2.941
O 0.042 4.766 1.865
O 1.401 4.479 4.175
O -3.973 5.025 4.114
H -2.516 4.884 2.143
H 0.001 4.193 6.318
H 1.585 4.479 3.233
H -4.362 4.996 4.992
C 6.488 3.777 1.828
C 6.261 2.632 2.501
C 4.866 2.114 2.884
O 4.441 1.030 3.322
C 3.944 3.183 2.779
C 4.129 4.406 2.219
C 5.398 4.747 1.590
O 5.686 5.800 1.062
O 3.095 5.275 2.161
O 7.291 1.708 2.753
H 7.543 3.978 1.713
H 3.020 2.984 3.302
H 3.226 5.959 1.500
H 6.936 0.972 3.257
```

2S+1: 2
molar mass: 1482.15 g/mol
Kohn-Sham gap (spin up / spin down): 4.39 / 2.19 eV
max |F|: 0.104 hartree/bohr
energy: -151527.279 eV
HOMO energy (spin up / spin down): -10.88 / -10.88 eV
net charge: +1

=====

Record 3
A molecular structure, C59H64AsF3GeN2O4OsP2S3. Source: the Open Molecules 2025 dataset; level of theory: ωB97M-V/def2-TZVPD.

Structure (XYZ):
```
140
Properties=species:S:1:pos:R:3
Os -0.378 0.184 -0.238
C 1.942 -2.230 1.908
C 0.509 -2.089 2.419
P -0.276 -0.456 2.131
C 0.646 0.724 3.182
C 0.673 0.503 4.560
C 1.261 1.431 5.404
C 1.825 2.589 4.887
C 1.811 2.814 3.518
C 1.222 1.886 2.670
C -1.847 -0.534 3.024
C -2.415 0.684 3.414
C -3.615 0.704 4.099
C -4.262 -0.488 4.402
C -3.704 -1.696 4.015
C -2.509 -1.723 3.312
C 2.074 -1.967 0.401
P 2.181 -0.152 0.146
C 3.893 0.223 0.669
C 4.186 0.802 1.901
C 5.509 1.016 2.260
C 6.530 0.659 1.394
C 6.234 0.082 0.165
C 4.918 -0.132 -0.206
C 2.297 0.169 -1.643
C 2.532 -0.796 -2.619
C 2.640 -0.410 -3.946
C 2.513 0.925 -4.307
C 2.283 1.893 -3.335
C 2.169 1.516 -2.010
H 2.288 -3.239 2.134
H 2.593 -1.543 2.459
H 0.470 -2.283 3.493
H -0.123 -2.818 1.905
H 0.216 -0.387 4.978
H 1.269 1.259 6.472
H 2.271 3.318 5.552
H 2.272 3.709 3.116
H 1.211 2.052 1.602
H -1.897 1.611 3.199
H -4.044 1.646 4.413
H -5.195 -0.470 4.948
H -4.206 -2.624 4.256
H -2.096 -2.677 3.007
H 1.209 -2.363 -0.145
H 2.976 -2.441 0.011
H 3.391 1.078 2.580
H 5.741 1.466 3.215
H 7.560 0.836 1.673
H 7.030 -0.196 -0.512
H 4.690 -0.574 -1.167
H 2.627 -1.841 -2.350
H 2.838 -1.153 -4.707
H 2.607 1.216 -5.345
H 2.200 2.936 -3.611
H 1.994 2.260 -1.238
C -3.766 1.619 -2.738
As -2.389 0.657 -3.695
C -1.639 1.962 -4.920
C -3.156 -0.639 -4.905
S -0.637 -0.046 -2.639
H -4.319 2.186 -3.486
H -3.327 2.301 -2.012
H -4.428 0.927 -2.226
H -2.398 2.214 -5.660
H -0.779 1.526 -5.427
H -1.329 2.870 -4.405
H -3.709 -0.080 -5.659
H -3.821 -1.312 -4.375
H -2.357 -1.198 -5.389
C 2.815 6.625 -1.536
C 1.991 5.389 -1.183
C 1.163 5.638 0.081
N 0.341 4.482 0.471
C -0.567 3.857 -0.234
S -1.273 2.380 0.360
N -1.023 4.334 -1.418
C -1.571 5.619 -1.810
O -1.774 5.762 -2.981
C -1.878 6.597 -0.746
C -2.414 6.212 0.485
C -2.717 7.171 1.436
C -2.496 8.515 1.163
C -2.005 8.904 -0.075
C -1.711 7.953 -1.036
H 3.398 6.435 -2.435
H 3.500 6.886 -0.730
H 2.168 7.482 -1.728
H 2.651 4.533 -1.017
H 1.333 5.150 -2.018
H 0.528 6.514 -0.054
H 1.832 5.840 0.915
H 0.505 4.089 1.390
H -1.276 3.613 -2.079
H -2.654 5.175 0.689
H -3.145 6.875 2.384
H -2.734 9.260 1.911
H -1.864 9.953 -0.297
H -1.340 8.246 -2.009
C -2.512 -4.662 -2.398
Ge -1.451 -4.394 -0.766
C -2.052 -5.402 0.812
C -2.891 -6.473 0.508
C -3.343 -7.309 1.518
C -2.979 -7.067 2.834
C -2.146 -5.998 3.139
C -1.674 -5.173 2.131
C 0.429 -4.285 -1.372
C 0.584 -3.712 -2.616
C 1.761 -3.900 -3.357
C 2.769 -4.681 -2.858
C 2.667 -5.264 -1.575
C 3.694 -6.083 -1.051
C 3.593 -6.624 0.200
C 2.456 -6.368 0.988
C 1.434 -5.599 0.500
C 1.491 -5.044 -0.800
H -2.019 -5.435 -2.988
H -3.531 -4.975 -2.186
H -2.537 -3.740 -2.972
H -3.185 -6.660 -0.518
H -3.986 -8.144 1.275
H -3.346 -7.712 3.622
H -1.858 -5.810 4.165
H -0.999 -4.363 2.382
H -0.222 -3.124 -3.041
H 1.842 -3.462 -4.343
H 3.657 -4.859 -3.452
H 4.563 -6.290 -1.663
H 4.382 -7.250 0.593
H 2.389 -6.787 1.984
H 0.562 -5.410 1.109
F -5.533 -1.838 -0.530
C -4.498 -2.306 0.146
F -4.649 -2.054 1.425
F -4.414 -3.618 -0.038
S -2.985 -1.488 -0.571
O -2.824 -0.203 0.085
O -1.801 -2.351 -0.233
O -3.302 -1.466 -1.966
```

2S+1: 2
molar mass: 1418.08 g/mol
Kohn-Sham gap (spin up / spin down): 5.66 / 5.64 eV
max |F|: 0.048 hartree/bohr
energy: -252428.374 eV
HOMO energy (spin up / spin down): -14.49 / -14.49 eV
net charge: +3